DFT (ωB97M-V/def2-TZVPD) results for C43H77MgN10O as an isolated structure.

Structure (XYZ):
```
132
Properties=species:S:1:pos:R:3:lowdin_charge:R:1
H 2.8129 -1.3983 0.9168 0.08
C -3.3080 -3.9448 0.4255 -0.07
N -5.6463 -1.7490 2.0965 0.16
N 0.3929 4.6071 -3.3736 0.17
H -2.5282 2.3799 -0.8920 0.06
C 1.5929 -0.1232 5.6223 -0.08
C -2.5205 -0.8346 3.7251 -0.25
H -2.5781 1.4335 -5.0407 0.10
H -2.4988 -3.2644 0.1600 0.03
C 1.8811 0.6522 4.3186 -0.25
H -5.1298 0.4113 -1.1257 0.07
C 1.5621 5.0975 -1.0880 -0.17
H -0.7922 2.2309 -3.3322 0.05
H -4.1863 0.6165 3.5444 0.12
H 4.1020 -2.2248 0.4239 0.10
H 2.5164 3.1771 -0.9329 0.08
H 1.2727 2.1447 3.0035 0.07
H 0.5388 1.8428 -0.0698 0.06
H 1.6318 0.7222 0.5066 0.06
H 4.1592 5.6575 -1.2904 0.09
H -3.1611 0.4547 -2.5851 0.08
H -2.1915 -1.5885 5.7703 0.07
H 0.7311 4.8092 -0.4442 0.08
C -2.8114 -1.6459 -2.7755 -0.21
C -2.0021 -6.1738 -0.7011 -0.13
H 2.9190 1.2659 -5.3279 0.09
C -3.6988 -0.1713 2.9701 -0.18
H -1.6989 -0.1399 3.8994 0.09
C -0.5991 1.7950 -4.3125 -0.13
C -3.7150 -0.4836 -2.5550 -0.25
H -3.9803 4.1227 0.2317 0.11
H 3.9891 -0.6598 3.0802 0.05
H 3.7528 4.5281 -2.6150 0.08
H -3.6569 -3.5288 1.3706 0.04
H 3.6421 -2.3175 2.9762 0.05
H -0.7181 -5.0264 3.5210 0.07
H -3.1669 2.9561 1.1572 0.10
H -5.2959 -1.3352 -1.2960 0.08
H 5.6923 -0.0556 -3.2495 0.13
H -3.5617 -2.2969 4.9238 0.08
H 4.8614 4.1415 -1.1893 0.08
H -2.1598 -1.4669 -3.6307 0.12
H -3.9456 -0.5449 -0.3549 0.04
H 5.5619 -0.0769 0.6408 0.12
H -3.7827 -6.1635 0.6154 0.11
H 4.7424 -0.2067 -4.7282 0.13
C 4.2719 1.5545 -3.5969 -0.25
N 0.9699 3.9216 5.5756 0.14
O 0.3307 -1.4155 -1.0320 -0.39
H -4.1372 -3.7333 -0.2496 0.05
H -3.3377 0.2388 2.0269 0.07
H 2.2773 -5.1082 3.2761 0.13
H -0.1139 1.5759 3.9412 0.10
N 0.0875 4.3093 2.1181 0.19
H 1.6716 0.0278 3.4501 0.08
C 4.2567 -1.5484 2.5085 -0.08
C 1.2306 -5.7865 1.5746 -0.20
N -0.3430 -4.4297 -1.8487 0.14
H 4.3469 0.0346 -0.6248 0.08
H -2.3545 5.8955 0.6492 0.13
H -3.7203 -0.7147 5.5550 0.08
H -2.1280 -1.6408 3.1055 0.09
H 0.5167 -0.1943 5.7800 0.06
N 0.9183 1.9875 -7.8399 0.14
H -2.6392 -6.4676 -1.5352 0.12
H 1.5836 1.0259 -1.2554 0.06
H -1.2689 0.5908 1.2218 0.07
C -1.3654 1.2869 -6.7207 -0.19
H -4.3400 -0.3943 -3.4436 0.12
C -0.1568 -4.2354 4.0185 -0.07
C 0.9850 0.8899 -0.3546 -0.05
H -1.8791 -0.9365 0.6917 0.04
C -0.0951 1.7007 -7.3345 -0.21
H 1.7249 6.1690 -0.9721 0.14
C 1.7527 -4.6900 2.4170 -0.20
C 4.7011 0.0880 -3.6796 -0.15
H -0.4030 0.7298 -4.1901 0.06
H 0.3109 2.2692 -4.6801 0.04
C -2.8967 -5.5479 0.4600 -0.14
C 2.9714 1.7507 -4.3531 -0.10
H 1.4478 -2.9073 3.3768 0.09
H 0.2303 -3.2480 2.1297 0.10
H -1.1487 3.3510 -0.4136 0.03
Mg 1.0426 -2.8016 -2.2891 0.98
H -1.9169 2.9751 -5.4468 0.12
H -0.7752 0.2142 -1.3208 0.10
H -2.2295 4.0483 -1.5809 0.08
H -1.3954 -7.0118 -0.3578 0.10
H -1.3576 0.2045 -6.5928 0.12
C 4.4888 -0.0378 0.4535 -0.17
H 2.9366 4.2784 0.2928 0.10
C 0.9442 1.8320 3.9946 -0.22
H 0.3592 -4.6190 4.8987 0.08
C 0.7992 -3.6753 2.9554 -0.26
H 1.8894 0.4482 6.5018 0.08
C 0.9282 4.8186 -2.3787 -0.21
H 2.2321 1.4264 -3.6208 0.05
C -1.0572 -5.2056 -1.3670 -0.11
H 2.7846 2.8127 -4.5120 0.08
C 4.2001 1.2059 1.1658 -0.21
C -2.3096 5.0114 1.2852 -0.16
C -3.6219 -2.8534 -2.9593 -0.23
H -0.8942 -3.5230 4.3884 0.06
C 3.7326 -0.8399 -3.0652 -0.12
H 2.9214 0.9657 4.2316 0.09
C -3.0000 -1.3745 5.0713 -0.10
H -0.3177 -0.8066 1.4635 0.06
C 3.9491 4.6191 -1.5467 -0.11
N 2.9681 -1.6057 -2.6337 0.15
C 2.7541 4.2299 -0.7807 -0.30
C 3.8959 -1.3389 1.0246 -0.24
N -4.3045 -3.8110 -3.0678 0.16
C -4.5749 -0.5193 -1.2446 -0.07
C 0.9691 3.0036 4.8778 -0.24
N 0.8303 -6.6385 0.9532 0.17
H -2.1715 1.5001 -7.4228 0.12
N 3.9319 2.1679 1.7834 0.19
C -1.6641 1.9165 -5.3864 -0.26
C -0.0867 -0.1547 -0.5606 -0.54
C -4.8019 -1.0414 2.4917 -0.21
H 4.1802 1.8908 -2.5641 0.09
H 2.0606 -1.1041 5.7077 0.06
H -2.2807 -1.9445 -1.8714 0.09
C -0.9616 4.6248 1.7513 -0.19
C -0.9710 -0.3349 0.7295 -0.04
H 5.3205 -1.7479 2.6370 0.09
H 2.5452 -4.2441 1.8161 0.10
H -2.2476 -5.6412 1.3307 0.07
H 5.0529 2.1876 -4.0179 0.12
H -2.8808 5.2226 2.1892 0.12
C -2.9772 3.8447 0.5552 -0.24
C -2.1980 3.4015 -0.7041 -0.09
```

## Properties
Energy above the lowest of the compared OMol25 structures with the same formula, charge and spin ... 26.3 kJ/mol
Net charge ... +1

DFT (ωB97M-V/def2-TZVPD) results for a 12-piece molecular cluster, C43H80BN5O14 overall.

Structure (XYZ):
```
143
Properties=species:S:1:pos:R:3:lowdin_charge:R:1
H 18.5573 -0.2534 -30.9219 0.13
C 17.1969 -3.0534 -35.4460 -0.15
C 15.6054 -9.0554 -26.1521 -0.36
C 14.2127 -8.4268 -17.1831 -0.34
C 19.6578 2.0887 -29.9666 -0.11
C 14.9465 -15.7300 -20.0912 -0.10
H 15.0051 4.0382 -34.4412 0.08
H 10.1292 1.1064 -30.7012 0.07
H 22.1552 -3.5358 -27.5976 0.09
C 6.8866 -9.9119 -32.6966 -0.08
O 13.8135 -7.7450 -25.3201 0.22
H 6.9333 -9.3707 -31.7516 0.07
H 10.7035 -12.4416 -26.1756 0.07
C 20.0738 1.4372 -32.3642 -0.10
H 21.9148 -10.8161 -24.5592 0.08
C 16.9311 4.2983 -33.4984 -0.30
H 17.8715 4.7592 -33.8006 0.11
C 22.5075 -9.3255 -22.5793 -0.09
N 14.4698 -17.5904 -18.8530 0.00
H 22.5381 1.1648 -33.2008 0.09
C 18.6559 1.8288 -28.8173 -0.14
H 6.1905 -8.1072 -33.7294 0.11
C 10.4716 2.0811 -30.3536 -0.08
H 22.4620 -9.1768 -21.5005 0.07
H 9.5048 3.2167 -32.0154 0.10
H 14.2144 -17.6678 -20.9367 0.10
H 21.5915 -9.9951 -32.1950 0.07
H 22.8106 -9.5822 -30.9840 0.07
H 14.6610 -3.5025 -33.5907 0.15
H 21.7707 -8.2867 -31.4966 0.07
O 16.5114 -9.8372 -26.1176 0.14
H 18.4505 -4.8003 -34.8388 0.09
O 21.0195 -11.0376 -29.9106 -0.06
O 7.8080 -12.5971 -24.5612 -0.08
H 19.1203 1.3306 -27.9664 0.12
C 6.8859 -1.0825 -34.8139 -0.11
H 22.1702 -11.4909 -22.2987 0.11
H 18.7493 -4.4942 -25.1852 0.12
C 17.4569 1.1266 -29.4370 -0.13
H 10.9039 5.0371 -31.6170 0.07
H 14.0689 -18.5044 -18.6984 0.15
H 18.9532 3.8562 -31.9119 0.10
N 6.3366 -2.7065 -33.3755 -0.02
C 7.2028 -2.3790 -34.4018 -0.13
C 5.9843 -9.1748 -33.6529 -0.36
H 20.4677 1.3628 -29.8953 0.14
H 5.5724 0.4120 -33.8511 0.08
C 19.6878 -4.1273 -25.5739 -0.15
O 14.0868 -6.1145 -27.0223 0.22
C 21.4930 -3.5570 -26.7447 -0.13
O 11.2002 -6.7521 -28.8303 0.11
H 20.7922 -9.0674 -29.4335 0.11
H 16.3970 3.7090 -35.4758 0.08
O 12.6473 -7.9563 -27.4615 0.20
H 14.7105 -16.7487 -16.9233 0.10
O 11.0462 4.2808 -31.0430 -0.12
H 20.5378 3.4422 -33.1168 0.11
H 10.5265 -12.8554 -24.4942 0.07
H 16.5700 1.7221 -29.6532 0.12
C 10.4766 3.0225 -31.5615 -0.28
H 17.8583 -2.5817 -36.1576 0.09
H 16.3259 -5.2044 -33.0946 0.11
O 15.5308 -8.4706 -17.7137 -0.07
O 6.2160 -9.7061 -34.8979 -0.09
H 19.9585 3.1364 -29.9648 0.13
C 16.0330 4.3297 -34.6570 -0.13
C 22.1739 2.1303 -33.5519 -0.09
C 21.8008 -9.3637 -31.3315 -0.09
C 16.5400 -4.4152 -33.8001 -0.13
C 17.9905 0.6724 -30.8237 -0.05
H 22.9100 2.9342 -33.5563 0.09
H 15.9422 5.3563 -35.0117 0.08
H 20.2054 -11.3674 -29.5230 0.09
H 16.4402 4.9460 -32.7720 0.12
C 15.9556 -2.6822 -35.0749 -0.16
H 19.5711 -4.2448 -27.6476 0.10
H 9.6859 2.3956 -29.6666 0.08
H 12.3914 -7.2243 -17.3730 0.07
H 23.8129 -10.9902 -22.5390 0.10
H 8.9254 -10.9694 -25.3673 0.11
H 19.7774 -9.7271 -30.7440 0.11
H 15.4080 -14.4995 -18.3355 0.09
C 21.0387 2.5729 -32.6907 -0.24
N 18.9916 1.8081 -31.3183 -0.18
H 13.6896 -9.3662 -17.3620 0.11
C 20.7663 -9.7460 -30.2860 -0.38
H 20.5729 0.5578 -31.9573 0.13
H 17.7903 2.3626 -33.8386 0.12
C 17.5678 -4.1935 -34.7005 -0.11
C 10.0135 -12.8816 -25.4556 -0.10
C 5.5348 -1.6670 -33.0475 -0.14
H 6.6648 -10.9682 -32.5446 0.08
H 9.9242 -13.9331 -25.7282 0.07
C 14.5435 -17.0491 -20.1150 -0.16
C 8.7553 -12.0421 -25.4593 -0.33
H 8.4018 -12.1500 -26.4847 0.10
C 13.1435 -5.6741 -27.8588 -0.37
H 20.6538 -3.7809 -23.7110 0.15
O 15.0941 -8.3809 -27.2311 0.18
C 14.7808 -8.5752 -24.8978 -0.27
C 5.9378 -0.6042 -33.8659 -0.12
H 18.2254 2.7363 -28.3939 0.11
N 15.5215 -3.5692 -34.1154 0.00
H 6.2572 -3.6076 -32.9263 0.15
C 14.8230 -16.6289 -17.9907 -0.16
H 11.0786 2.6862 -32.4057 0.09
C 21.7679 -3.3447 -25.4193 -0.13
H 19.4512 1.1002 -33.1930 0.13
H 15.3243 -1.9160 -35.5002 0.10
H 17.2245 0.5648 -31.5916 0.12
N 20.6321 -3.6829 -24.7160 0.00
C 12.2050 -6.8444 -28.1275 -0.34
H 15.3166 -8.8033 -18.5883 0.08
H 23.2297 -8.6683 -23.0638 0.07
H 21.5189 -9.0545 -22.9499 0.07
H 5.9447 -9.0541 -35.5481 0.08
C 13.4037 -7.2857 -17.7724 -0.10
C 15.1424 -15.4751 -18.7151 -0.12
C 22.7941 -10.8162 -22.8850 -0.33
H 13.3087 -7.3987 -18.8523 0.07
H 7.3795 -0.5602 -35.6201 0.08
C 18.1800 3.1100 -31.7291 -0.07
B 13.9143 -7.5418 -26.7523 -0.87
O 13.0740 -4.5974 -28.4241 0.12
H 21.9093 2.0621 -34.6071 0.09
H 7.9233 -9.8331 -33.0239 0.08
H 15.0914 -15.1079 -20.9621 0.10
O 22.7786 -11.1202 -24.2711 -0.07
H 7.9306 -3.1348 -34.6578 0.10
H 16.4281 2.3308 -32.6988 0.11
H 17.5994 3.5236 -30.9046 0.13
H 7.8111 -12.1510 -23.7111 0.08
H 4.9274 -9.4003 -33.5104 0.11
C 17.2999 2.8977 -33.0253 -0.16
C 20.1770 -3.9462 -26.8049 -0.16
H 4.7630 -1.7843 -32.3012 0.11
H 13.8947 -6.3292 -17.5929 0.07
H 11.4676 1.9870 -29.9211 0.07
H 14.1992 -8.2481 -16.1080 0.11
H 21.4525 2.8128 -31.7113 0.11
O 14.9461 -8.9700 -23.6711 0.03
H 17.1586 0.2637 -28.8415 0.13
H 22.6722 -3.0942 -24.8846 0.10
```

## Properties
Net charge ... 0

DFT (ωB97M-V/def2-TZVPD) results for a 9-piece molecular cluster, C43H81NO40S9 overall.

Structure (XYZ):
```
174
Properties=species:S:1:pos:R:3:lowdin_charge:R:1
C -2.6677 1.0237 -5.4058 -0.27
O 9.4461 -8.8440 0.8825 -0.23
H 6.2615 -10.4351 3.1047 0.13
H 6.2638 -8.8219 0.4921 0.13
H 0.6823 0.6363 0.3342 0.11
C 1.8889 -4.1218 6.1709 -0.17
H -3.7933 -3.4833 3.4577 0.08
O 6.7796 0.8855 -1.1186 -0.05
H -1.8700 -11.2483 -3.6176 0.14
O 3.2037 6.0007 0.6022 -0.24
C 0.7757 12.6986 -2.1029 -0.18
H -2.4137 -5.4228 -1.7081 0.12
C 4.4583 -6.3974 -1.0812 -0.05
C -2.8925 -2.8858 3.0574 -0.05
H 0.3727 -12.0840 -3.1517 0.13
O -2.2573 -0.5887 2.0965 -0.18
O 3.5060 7.8353 -1.0946 -0.23
O -1.3658 -3.7470 7.3253 -0.23
O 2.0532 -6.7118 -1.9251 -0.17
H -2.5672 -3.4054 2.0910 0.07
O -0.0046 -2.9825 5.3994 -0.21
H 2.8774 12.1503 -1.9113 0.14
C -2.8551 4.4536 4.3050 -0.17
H -0.6596 7.3890 -0.0198 0.14
O -7.6882 -1.2781 1.8620 -0.18
O -3.5366 3.3622 -1.9151 -0.35
H -3.5929 -0.8885 3.7538 0.14
C 0.5104 6.0009 -1.2279 -0.17
C -0.8572 11.4421 2.7989 -0.17
H 1.9096 -2.2604 5.0283 0.14
O -4.4919 1.9255 2.9103 -0.22
H 7.2023 -0.6936 -4.1196 0.09
H 8.4345 0.3880 -3.2171 0.08
O -7.3737 -3.6968 1.7816 -0.18
H 0.1933 8.1409 -1.3924 0.10
H -1.7339 10.8296 3.0103 0.14
H 0.3021 5.2032 -0.5087 0.13
O 1.9110 5.9823 -1.5145 -0.19
C -1.5607 -0.0625 -1.7743 -0.31
C 4.4276 1.9228 -1.1835 -0.16
H 0.1451 -2.4897 -2.0719 0.10
H 4.8723 -6.6992 -2.0983 0.11
O 0.5674 -8.0626 -1.9816 -0.26
H -0.3562 -5.0146 -0.2962 0.11
S -4.6624 2.7500 4.0678 0.65
H -2.8593 -1.7970 0.5086 0.12
H 5.6418 -4.6684 -0.4105 0.08
O 9.2814 -9.0381 3.3856 -0.23
C -2.0246 -1.0170 0.7246 -0.14
H -0.7225 1.8278 -4.4090 0.12
H -2.0002 -2.8750 3.7933 0.07
C -8.7546 -3.3607 1.9199 -0.17
O -5.5136 2.3882 5.1622 -0.22
H 2.4232 12.7884 -3.5127 0.13
H -3.3594 0.1310 -5.1235 0.11
C -8.8738 -1.9321 1.4105 -0.17
H -9.0164 -3.4251 2.9798 0.13
S -6.4726 -2.3525 1.9003 0.66
O -1.1230 -5.1936 5.2802 -0.23
C 6.2684 -8.8862 1.5842 -0.18
H 1.3051 -4.8192 -2.7656 0.12
C 0.3076 -11.1314 -3.6858 -0.17
H 4.3787 1.3798 -2.2041 0.11
H -4.2449 0.4256 0.6553 0.09
H -4.4047 1.9624 -4.8706 0.07
C 0.0125 0.2244 -1.8638 -0.15
H -3.0177 -1.8673 -1.9828 0.13
H 0.2856 1.2939 -2.2245 0.13
C -3.3203 -1.3489 2.7264 -0.25
S -0.6025 -4.2489 6.2212 0.64
C 2.4472 0.2544 -0.9764 -0.19
C -1.8885 1.5913 0.3622 -0.15
H -2.2680 0.7718 -6.4538 0.12
O -3.1977 3.1153 4.6643 -0.19
H -0.0710 5.8312 -2.1341 0.13
C -1.0724 -10.5092 -3.5317 -0.17
H -8.8808 -1.9022 0.3168 0.13
H 2.1733 -4.6752 5.2714 0.13
C -2.2669 0.1999 -0.3494 -0.29
C -0.2004 -5.6946 -1.2110 -0.16
C -0.4112 12.2540 4.0057 -0.17
H -2.8223 1.9991 0.9171 0.13
H 3.0676 -0.4902 -0.3401 0.11
C -0.9638 -2.7127 -1.9315 -0.18
H -4.3478 -0.7985 -0.7018 0.07
H -1.2690 12.6781 4.5354 0.13
H 5.1202 -6.0200 1.0085 0.08
C 7.7122 -0.5048 -3.1092 -0.01
H 0.7453 13.7868 -2.0484 0.14
O 0.7843 -10.1674 -0.6133 -0.21
H -3.8600 2.4330 -6.3283 0.07
O 0.1753 10.8317 -5.0184 -0.22
S -2.1537 2.7150 -1.9944 0.81
H 2.7438 -4.0636 6.8458 0.14
H -1.2300 -3.1320 -0.8932 0.10
C -4.1814 5.1875 4.1741 -0.17
O 7.3845 -8.1363 2.0652 -0.20
H -2.3239 4.4246 3.3492 0.13
C 5.1384 -5.6448 -0.0739 0.03
S 0.4351 -9.4850 -1.8237 0.70
O 1.3933 7.6437 0.1977 -0.20
H 5.3347 -8.4803 1.9746 0.13
S 8.6975 -9.0911 2.0794 0.65
O 2.5201 -7.1717 0.3638 0.04
O -5.7139 -2.2159 0.6913 -0.24
O 0.9416 13.5325 1.0725 -0.24
C 0.8887 -0.0439 -0.5582 -0.17
O -1.0780 -9.9188 -2.2320 -0.19
H 5.9731 -11.0434 1.4540 0.14
H -9.3744 -4.0546 1.3509 0.14
C 1.3388 -2.7473 5.8193 -0.17
O 1.2016 -10.2121 -3.0582 -0.18
H -0.9394 0.0099 -4.4484 0.11
H 5.1686 0.2462 0.2187 0.12
C 5.5789 1.1623 -0.3405 -0.19
H -4.3134 1.0842 -1.0574 0.08
C 2.9418 1.7231 -0.5311 -0.18
H 0.4312 -0.4664 -2.6982 0.12
H 0.1883 11.6647 4.7005 0.14
O -0.9594 14.8699 2.0360 -0.22
S -0.1614 13.6835 1.9762 0.65
C -1.3918 -5.3749 -2.2402 -0.20
C -1.2874 -3.9468 -2.9659 -0.21
H -0.2933 -6.8003 -0.9431 0.10
H 2.2770 2.5666 -0.9432 0.11
C 6.6366 -0.2756 -1.9174 -0.40
H -1.0438 -1.5736 0.5646 0.11
O 5.7658 -1.1739 -1.7767 0.02
H 0.5796 12.2800 -1.1121 0.11
H -2.0431 -1.5557 -3.4966 0.11
H -1.2320 -9.7154 -4.2673 0.13
H -2.2720 -3.6996 -3.5229 0.11
C -2.2294 1.0194 -2.8194 -0.24
H -4.2688 -1.2847 2.0812 0.06
H -4.1021 6.0837 3.5583 0.14
H -2.2105 4.8986 5.0642 0.14
O 1.8048 10.8673 -3.1447 -0.19
H 4.6990 3.0373 -1.3109 0.12
H 2.5545 0.0623 -2.0968 0.11
S 2.6894 6.8789 -0.4090 0.64
O -1.3253 3.7022 -2.8170 -0.36
H -1.0930 1.4770 1.1981 0.14
H 0.8828 -1.1685 -0.2775 0.10
O 0.8070 -4.8134 6.7953 -0.19
C -1.5024 1.0083 -4.2688 -0.16
O -1.4199 2.6595 -0.4997 -0.26
C 2.9305 -6.8182 -0.7828 -0.36
N -3.5283 2.2503 -5.3564 -0.02
C 1.2865 -5.4160 -1.7918 -0.10
O 0.3591 13.3315 3.4722 -0.19
H -1.4584 -6.1663 -3.0880 0.11
C 0.2515 7.3700 -0.6195 -0.16
C 2.0902 12.1819 -2.6656 -0.16
O -0.3779 9.7407 -2.8188 -0.24
O -0.2274 12.2100 -2.9954 -0.19
H 0.5816 -11.2823 -4.7302 0.14
H 1.8153 -4.7864 -0.9749 0.13
S 0.2475 10.7766 -3.5899 0.66
O -5.0695 4.2435 3.5776 -0.19
H 8.3753 -1.4309 -2.9141 0.09
O -5.8799 -2.3163 3.2013 -0.22
H -4.5828 5.4557 5.1560 0.13
H 3.0647 1.8491 0.6030 0.12
H -0.4628 -3.8949 -3.7771 0.11
H 1.3092 -2.0972 6.6989 0.13
H -9.7612 -1.4270 1.7922 0.14
H 5.9091 1.9023 0.4884 0.14
H -0.0480 10.8038 2.4316 0.13
O 7.9289 -10.5108 1.9115 -0.19
O -1.1492 12.4088 1.7899 -0.19
C -1.9675 -1.5255 -2.3387 -0.12
C 6.5212 -10.3122 2.0494 -0.17
C -3.9078 0.2193 -0.4363 -0.03
H -3.3354 0.7583 -3.0458 0.13
```

## Properties
Structure (SMILES) ... C=CC(=O)OCCCCCC[C@@]1(CCCCCCOC(C)=O)[C@H](CCN)S(=O)(=O)OC[C@]1(C)COCC.O=S1(=O)OCCO1.O=S1(=O)OCCO1.O=S1(=O)OCCO1.O=S1(=O)OCCO1.O=S1(=O)OCCO1.O=S1(=O)OCCO1.O=S1(=O)OCCO1.O=S1(=O)OCCO1
Net charge ... 0

no.,largest force on an atom (eV/A),gap between HOMO and LUMO (eV)
1,4.03,7.60
2,6.51,6.66
3,7.56,8.94